[1]
42
Properties=species:S:1:pos:R:3:forces:R:3 method="wB97M-V/def2-TZVPD" smiles=Cc1cc(C)c(C#N)c(NCCCN2CCOCC2)n1 homo_ev=-8.3 e_above_lowest_ev=1.186 total_charge=0 fmax_ev_per_a=1.1
C -3.634 -3.082 -0.939 -0.005 -0.004 -0.010
C -3.349 -1.659 -0.578 -0.127 0.202 -0.090
C -4.136 -0.623 -1.074 0.020 0.074 0.031
C -3.842 0.687 -0.730 0.184 -0.141 0.111
C -4.659 1.836 -1.228 -0.013 -0.009 -0.010
C -2.754 0.908 0.121 -0.268 -1.060 -0.332
C -2.361 2.200 0.502 0.159 0.613 0.146
N -1.991 3.239 0.827 0.092 0.220 0.103
C -2.015 -0.209 0.592 -0.333 0.351 -0.043
N -0.998 -0.034 1.466 0.096 0.388 0.046
C -0.095 -1.093 1.835 0.290 -0.376 -0.079
C 1.120 -1.200 0.906 -0.097 0.274 0.263
C 2.019 0.033 0.992 -0.109 -0.285 -0.153
N 3.104 -0.024 0.027 0.010 0.129 0.050
C 4.169 -0.927 0.426 0.181 -0.044 -0.276
C 5.209 -1.003 -0.691 -0.130 -0.278 0.237
O 5.748 0.264 -0.983 0.158 0.036 0.064
C 4.723 1.157 -1.348 -0.267 0.306 0.083
C 3.674 1.286 -0.243 0.233 -0.044 -0.255
N -2.320 -1.451 0.229 0.278 -0.210 0.130
H -2.891 -3.731 -0.487 0.008 -0.036 0.001
H -3.615 -3.208 -2.021 -0.031 -0.055 -0.074
H -4.623 -3.368 -0.585 -0.072 -0.063 -0.010
H -4.965 -0.842 -1.729 -0.087 -0.011 -0.079
H -5.276 1.536 -2.071 -0.023 0.016 -0.022
H -4.018 2.665 -1.525 -0.022 0.056 -0.031
H -5.312 2.197 -0.432 -0.028 0.050 0.009
H -0.715 0.915 1.655 -0.096 -0.050 0.003
H 0.236 -0.918 2.863 -0.066 -0.066 -0.021
H -0.665 -2.023 1.791 0.135 0.093 0.170
H 1.679 -2.094 1.181 0.021 -0.084 -0.018
H 0.777 -1.317 -0.122 0.008 -0.051 -0.049
H 2.397 0.149 2.024 -0.020 0.064 -0.023
H 1.425 0.919 0.752 0.021 0.018 0.057
H 3.757 -1.922 0.596 0.055 -0.024 0.035
H 4.660 -0.582 1.355 -0.040 -0.043 -0.021
H 6.050 -1.633 -0.395 -0.091 -0.022 -0.028
H 4.735 -1.423 -1.591 0.049 -0.010 0.074
H 5.204 2.118 -1.537 -0.084 -0.035 -0.028
H 4.231 0.804 -2.267 0.028 0.065 0.052
H 2.881 1.959 -0.576 0.022 0.026 0.026
H 4.150 1.715 0.657 -0.039 0.019 -0.040

=====

[2]
79
Properties=species:S:1:pos:R:3:forces:R:3 method="wB97M-V/def2-TZVPD" homo_ev=-4.8 e_above_lowest_ev=1.448 total_charge=-1 fmax_ev_per_a=0.9
Ru 0.697 0.046 -0.644 -0.328 0.232 -0.308
C 1.896 -1.923 2.067 -0.034 -0.021 -0.008
C 0.771 -0.934 2.017 0.087 -0.133 0.050
N 0.939 0.219 1.444 -0.076 0.105 0.266
N -0.037 1.189 1.761 0.101 -0.160 -0.116
C 0.035 2.194 0.964 -0.058 0.264 -0.019
S 1.188 2.418 -0.350 0.233 -0.148 0.099
S -1.135 3.496 1.114 0.039 -0.067 -0.012
C -2.435 2.746 2.149 -0.007 -0.022 0.001
C -2.365 3.092 3.610 0.067 0.003 -0.030
C -3.099 4.159 4.116 -0.003 0.025 0.001
C -3.035 4.496 5.462 -0.001 0.001 -0.007
C -2.233 3.761 6.321 0.006 -0.010 0.001
C -1.500 2.690 5.825 0.008 -0.005 0.016
C -1.564 2.357 4.481 -0.046 0.009 -0.016
C -0.576 -1.340 2.391 0.008 0.149 -0.065
C -1.067 -1.694 3.639 -0.030 -0.033 -0.020
C -2.398 -2.040 3.788 0.021 -0.011 -0.047
C -3.219 -2.045 2.657 -0.042 -0.018 0.023
C -2.737 -1.737 1.402 0.052 0.004 0.017
C -1.382 -1.385 1.218 0.006 0.048 0.026
O -0.920 -1.162 0.022 -0.046 -0.392 -0.334
H 2.622 -1.606 2.820 -0.012 0.011 0.022
H 2.414 -1.982 1.112 0.012 -0.017 0.018
H 1.516 -2.907 2.332 -0.003 0.006 0.004
H -2.377 1.671 1.982 -0.015 0.015 -0.024
H -3.365 3.106 1.710 -0.005 -0.020 0.006
H -3.729 4.734 3.446 -0.002 0.002 -0.002
H -3.613 5.331 5.837 -0.004 0.000 0.002
H -2.182 4.017 7.372 0.004 0.001 0.001
H -0.873 2.109 6.491 -0.004 -0.003 0.005
H -0.996 1.526 4.083 0.027 -0.024 -0.008
H -0.408 -1.659 4.500 0.003 0.004 0.002
H -2.798 -2.290 4.761 -0.008 0.010 0.004
H -4.269 -2.294 2.765 0.001 -0.009 0.004
H -3.384 -1.728 0.534 -0.001 -0.010 -0.005
C 4.095 0.208 0.835 -0.021 0.129 0.041
Si 3.095 0.034 -0.763 -0.070 -0.188 -0.121
C 3.732 1.417 -1.883 0.082 -0.057 -0.124
C 3.769 -1.548 -1.567 0.213 0.077 0.080
C 5.135 -1.811 -1.736 -0.017 0.019 0.028
C 5.570 -2.978 -2.341 0.017 -0.008 -0.008
C 4.638 -3.905 -2.802 0.001 -0.002 -0.010
C 3.286 -3.652 -2.644 -0.025 0.002 0.014
C 2.840 -2.480 -2.020 -0.059 -0.173 -0.165
Si 1.017 -2.092 -1.732 0.388 -0.009 0.353
C 0.197 -2.181 -3.423 -0.088 -0.017 -0.050
C 0.351 -3.575 -0.776 0.041 -0.062 -0.061
H 5.080 0.618 0.589 0.003 0.005 -0.009
H 4.252 -0.752 1.325 0.026 0.012 0.008
H 3.607 0.885 1.537 0.008 0.021 -0.010
H 4.760 1.188 -2.178 0.007 0.036 -0.021
H 3.722 2.376 -1.363 0.031 0.010 -0.006
H 3.129 1.511 -2.788 -0.017 -0.023 -0.008
H 5.872 -1.093 -1.386 -0.002 0.010 0.011
H 6.630 -3.171 -2.457 -0.001 0.007 -0.006
H 4.971 -4.818 -3.281 0.002 0.002 0.002
H 2.569 -4.381 -3.010 -0.010 0.000 0.012
H 0.381 -3.183 -3.820 -0.031 -0.047 -0.011
H 0.614 -1.446 -4.111 -0.007 -0.110 0.027
H -0.885 -2.030 -3.370 0.006 0.008 0.025
H 0.469 -4.470 -1.396 0.033 -0.010 0.028
H -0.700 -3.450 -0.528 -0.040 -0.041 -0.044
H 0.905 -3.736 0.150 0.018 -0.020 0.041
O 0.446 0.475 -2.799 -0.274 0.424 0.211
C -0.735 0.901 -2.712 0.362 -0.367 0.593
N -1.297 0.946 -1.509 -0.684 0.445 -0.390
C -2.629 1.299 -1.652 0.371 0.210 -0.174
O -3.453 1.448 -0.781 -0.151 -0.062 0.109
C -2.877 1.510 -3.143 -0.111 -0.014 0.080
C -4.015 1.843 -3.839 -0.048 0.020 -0.017
C -3.918 1.943 -5.229 -0.036 0.006 0.044
C -2.716 1.706 -5.882 0.064 -0.020 0.012
C -1.567 1.363 -5.167 -0.002 0.039 -0.049
C -1.679 1.281 -3.798 0.073 -0.048 0.029
H -4.949 2.016 -3.320 -0.005 0.004 -0.003
H -4.795 2.202 -5.810 -0.003 0.003 0.000
H -2.672 1.785 -6.961 0.002 0.003 -0.006
H -0.627 1.168 -5.666 0.007 -0.003 -0.003

=====

[3]
17
Properties=species:S:1:pos:R:3:forces:R:3 method="wB97M-V/def2-TZVPD" smiles="C=C[Si](Cl)(Cl)N(C)C" homo_ev=-8.4 e_above_lowest_ev=0.000 total_charge=0 fmax_ev_per_a=4.8
C 0.482 2.499 -1.175 -0.326 -1.442 -2.437
C 0.653 2.573 0.114 0.795 -1.093 3.154
Si 0.917 0.942 1.104 -2.555 -1.539 -3.802
Cl 2.790 0.195 1.276 0.219 0.090 0.051
Cl 0.125 1.270 2.914 -0.278 0.005 0.909
N -0.047 -0.442 0.038 2.219 -0.061 3.289
C 0.132 -1.841 0.560 -0.196 2.133 1.841
C -1.389 -0.243 -0.414 -1.818 1.216 0.300
H 0.277 3.357 -1.832 0.106 -0.387 0.315
H 0.507 1.442 -1.664 0.041 2.109 0.704
H 0.632 3.442 0.803 -0.065 -0.141 -1.073
H 1.198 -1.956 0.742 -0.161 -0.482 0.285
H -0.527 -2.126 1.466 1.119 0.659 -0.983
H -0.185 -2.455 -0.210 -0.376 -1.556 -1.606
H -2.017 0.450 0.191 0.298 -0.515 0.201
H -1.266 0.293 -1.302 -0.353 0.935 -1.838
H -2.083 -1.084 -0.692 1.330 0.069 0.693

=====

[4]
24
Properties=species:S:1:pos:R:3:forces:R:3 method="wB97M-V/def2-TZVPD" smiles="CC1=C2C(Br)=NC(Br)=CN2C=CCC1" homo_ev=-7.6 e_above_lowest_ev=0.000 total_charge=0 fmax_ev_per_a=3.2
C -0.095 2.185 1.517 2.104 -1.806 0.213
C -0.189 0.817 0.901 1.187 -0.781 0.479
C 0.394 0.563 -0.268 1.607 2.700 -0.536
C 1.317 1.563 -1.134 -1.010 -2.070 0.204
Br 0.577 3.146 -1.874 -0.044 0.261 0.334
N 2.349 1.123 -1.745 -0.032 0.148 0.093
C 2.603 -0.220 -1.785 -1.968 -1.345 0.782
Br 4.144 -0.987 -2.600 -0.274 0.578 0.194
C 1.551 -1.078 -1.490 1.523 1.050 -0.578
N 0.429 -0.701 -0.835 -0.851 0.270 -0.139
C -0.763 -1.441 -1.029 -0.070 -1.534 -2.519
C -1.851 -1.576 -0.296 0.040 0.230 1.425
C -1.990 -0.959 1.029 1.430 0.420 2.747
C -0.677 -0.415 1.650 0.065 0.757 0.836
H 0.341 2.811 0.759 0.055 0.721 0.242
H 0.550 2.140 2.445 -0.597 0.116 -0.990
H -1.042 2.482 1.792 -2.078 1.123 0.656
H 1.448 -2.039 -1.895 0.519 -1.323 -0.400
H -0.760 -1.981 -2.007 0.192 0.375 0.887
H -2.681 -2.241 -0.500 0.284 -0.008 -0.950
H -2.688 -0.162 1.103 -0.906 0.726 -0.387
H -2.252 -1.600 1.871 -0.848 -0.987 -0.656
H 0.090 -1.217 1.614 -0.265 0.433 -0.156
H -0.804 -0.211 2.779 -0.063 -0.055 -1.780

=====

[5]
9
Properties=species:S:1:pos:R:3:forces:R:3 method="wB97M-V/def2-TZVPD" homo_ev="-18.1 / -18.2" spin_multiplicity=3 e_above_lowest_ev=1.866 total_charge=+2 fmax_ev_per_a=4.9
O -0.439 1.248 0.075 -2.722 0.159 -1.209
Tm 3.454 0.585 0.401 -0.014 0.146 -0.274
O 1.580 1.119 -0.751 0.324 -0.765 1.875
C 0.712 0.622 0.014 -0.768 -0.988 -1.966
C -1.451 0.193 -0.054 2.963 1.656 3.552
C -0.667 -0.978 -0.109 1.287 -0.743 -0.774
H -2.137 0.306 0.793 -0.826 0.318 -1.023
H -0.178 -1.347 -1.013 -0.262 0.194 0.058
H -0.873 -1.746 0.643 0.018 0.024 -0.239

=====

[6]
61
Properties=species:S:1:pos:R:3:forces:R:3 method="wB97M-V/def2-TZVPD" homo_ev="-3.4 / -3.4" spin_multiplicity=4 e_above_lowest_ev=6.727 total_charge=-1 fmax_ev_per_a=2.3
V 0.209 0.447 -1.878 1.064 -0.505 -0.139
O -0.960 1.600 -0.774 -0.228 0.370 0.496
C -0.686 2.284 0.301 0.095 -0.116 -0.223
C -1.580 3.310 0.678 -0.025 -0.032 0.019
C -1.346 4.142 1.748 0.030 0.058 0.075
C -0.186 3.994 2.524 -0.106 0.020 -0.078
C 0.702 3.000 2.200 -0.002 -0.114 -0.051
C 0.503 2.109 1.112 0.036 -0.207 0.145
C 1.448 1.087 0.826 0.370 0.277 0.150
N 2.117 0.535 -1.380 1.087 0.304 0.572
C 3.495 0.076 -1.499 -0.691 0.210 0.007
C 4.225 -0.059 -0.359 0.210 0.047 0.261
N 2.905 1.395 1.221 0.021 0.081 -0.658
H -2.459 3.432 0.056 0.022 0.005 0.014
H -2.058 4.925 1.985 0.018 -0.036 -0.002
H 0.004 4.646 3.369 -0.018 -0.026 -0.026
H 1.574 2.874 2.835 -0.005 0.030 -0.049
H 3.855 -0.190 -2.483 -0.023 -0.009 -0.031
H 5.177 -0.577 -0.463 0.000 0.022 -0.015
H 2.909 1.502 2.230 -0.040 -0.002 0.074
N 1.115 -1.815 -2.282 -0.149 0.242 0.253
C 1.354 -2.310 -0.942 -0.014 -0.188 -0.276
C 1.368 -3.677 -0.692 -0.018 0.048 0.003
C 1.471 -4.157 0.606 0.016 0.084 0.014
C 1.565 -3.246 1.652 -0.026 0.058 -0.082
C 1.570 -1.883 1.389 -0.089 0.003 0.215
C 1.472 -1.381 0.093 -0.191 0.369 -0.099
C 1.343 0.072 -0.212 0.490 0.016 0.054
C 3.932 0.327 0.950 -0.419 -0.015 -0.003
C 3.464 2.673 0.681 -0.180 -0.449 0.392
C 3.197 3.257 -0.476 -0.210 0.102 -0.470
C 2.148 2.998 -1.484 0.360 0.126 0.033
C 1.611 1.838 -1.849 0.369 -0.208 0.445
H 0.639 -2.518 -2.833 -0.022 0.064 -0.092
H 1.987 -1.567 -2.737 0.065 -0.044 0.032
H 1.270 -4.367 -1.525 0.025 0.023 0.021
H 1.470 -5.224 0.797 -0.009 0.039 -0.006
H 1.629 -3.596 2.677 -0.004 0.024 -0.047
H 1.609 -1.178 2.213 0.056 -0.040 -0.069
H 4.607 0.187 1.778 0.006 0.058 -0.034
H 4.251 3.039 1.326 -0.001 -0.022 0.007
H 3.788 4.157 -0.629 0.001 -0.033 -0.084
H 1.753 3.895 -1.953 -0.063 0.024 0.090
O -2.879 -1.185 -3.995 0.029 -0.013 -0.215
C -2.373 -0.837 -2.947 0.229 0.342 0.494
O -1.260 -0.210 -2.788 -1.818 -0.732 -1.263
C -3.087 -1.145 -1.642 -0.133 -0.109 -0.058
C -4.397 -1.597 -1.720 0.064 -0.018 -0.295
C -5.068 -1.901 -0.562 -0.896 -0.277 0.078
C -4.498 -1.783 0.685 -0.229 -0.087 0.235
C -3.207 -1.318 0.723 0.399 -0.030 0.909
C -2.484 -0.993 -0.400 0.265 0.064 -0.163
N -2.570 -1.137 2.083 -0.635 0.328 -0.732
O -3.183 -1.591 3.034 0.338 -0.005 -0.032
O -1.548 -0.493 2.132 -0.035 -0.325 0.117
N -6.496 -2.383 -0.648 0.887 0.272 0.075
O -7.001 -2.432 -1.749 -0.086 -0.047 0.130
O -7.039 -2.690 0.395 -0.095 -0.007 -0.147
H -4.864 -1.711 -2.688 0.024 0.010 0.007
H -5.037 -2.034 1.586 0.012 0.007 -0.019
H -1.472 -0.617 -0.295 -0.127 -0.030 0.039